Density functional theory data (wB97M-V/def2-TZVPD) for the molecule C13H17N at a distorted geometry.

The orbital gap is 9.802 eV. The energy is -15246.301 eV. As for the energy above the lowest of the compared OMol25 structures with the same formula, charge and spin: 88.4 kJ/mol. Its HOMO energy is -8.87 eV. Its SMILES is N[C@@]12CCCC[C@@H]1c1ccccc1C2. The lowest unoccupied orbital energy comes out at 0.932 eV.

Bonds (Å) are listed after each position.
CARTESIAN COORDINATES (ANGSTROEM)
1 C -0.7954 -0.8174 0.2322  C2 1.588, C9 1.493, C13 1.487, N31 1.429
2 C 0.4085 -1.7308 -0.2557  C1 1.588, C3 1.543, H16 1.093, H17 1.134
3 C 1.6112 -0.7710 -0.1358  C2 1.543, C4 1.380, C8 1.368
4 C 2.9041 -1.1495 -0.4339  C3 1.380, C5 1.419, H18 1.172
5 C 3.9064 -0.1760 -0.1874  C4 1.419, C6 1.385, H19 1.109
6 C 3.5584 1.1153 0.1713  C5 1.385, C7 1.385, H20 1.033
7 C 2.2502 1.4146 0.5136  C6 1.385, C8 1.366, H21 1.140
8 C 1.2808 0.4674 0.3412  C3 1.368, C7 1.366, C9 1.498
9 C -0.2087 0.5328 0.4824  C1 1.493, C8 1.498, C10 1.538, H22 1.113
10 C -0.9049 1.5882 -0.3937  C9 1.538, C11 1.566, H23 1.045, H24 1.085
11 C -2.4318 1.5269 -0.0522  C10 1.566, C12 1.566, H25 1.110, H26 1.093
12 C -3.0656 0.1120 -0.2729  C11 1.566, C13 1.544, H27 1.145, H28 1.137
13 C -1.8980 -0.7711 -0.7649  C1 1.487, C12 1.544, H29 1.119, H30 1.049
14 H -1.5867 -2.3635 1.2217  N31 1.076
15 H -0.4919 -1.4492 2.1003  N31 1.041
16 H 0.5199 -2.5734 0.4322  C2 1.093
17 H 0.4361 -2.1363 -1.3145  C2 1.134
18 H 3.0817 -2.2450 -0.8102  C4 1.172
19 H 4.9584 -0.3096 -0.5132  C5 1.109
20 H 4.2584 1.8720 0.1037  C6 1.033
21 H 2.0175 2.4570 0.9131  C7 1.140
22 H -0.5317 0.8632 1.4947  C9 1.113
23 H -0.6319 1.5222 -1.4001  C10 1.045
24 H -0.5020 2.5571 -0.1192  C10 1.085
25 H -2.5515 1.9559 0.9642  C11 1.110
26 H -2.9848 2.1739 -0.7387  C11 1.093
27 H -3.9119 0.0921 -1.0438  C12 1.145
28 H -3.6062 -0.2750 0.6489  C12 1.137
29 H -1.5635 -0.3692 -1.7546  C13 1.119
30 H -2.2220 -1.7613 -0.8843  C13 1.049
31 N -1.3033 -1.3523 1.4556  C1 1.429, H14 1.076, H15 1.041